(1)
ORCA calculation (ωB97M-V/def2-TZVPD) on a structure of composition C35H30N3O9Ru at a distorted geometry.

Geometry as XYZ:
```
78
Properties=species:S:1:pos:R:3:forces:R:3
Ru 0.59816 -0.02587 0.34988 0.1 -0.7 -1.5
O 2.20777 -1.17502 -3.17611 0.1 -0.4 -0.1
C 2.07820 -0.38531 -2.13986 0.0 1.3 -0.6
O 2.25665 -0.73880 -0.98501 -0.6 -0.5 0.4
C 1.73262 1.03933 -2.43191 0.0 -0.5 -0.4
C 2.08036 1.66880 -3.60180 0.1 -0.9 0.2
C 1.97000 3.06565 -3.63834 -0.2 0.9 0.2
C 1.48930 3.73811 -2.54813 0.4 0.0 -0.6
C 0.99151 2.99043 -1.45649 -1.0 1.2 1.7
N 1.15768 1.65302 -1.39523 -0.2 -1.2 1.6
C 0.25814 3.58841 -0.41068 1.0 -1.0 -1.4
O 0.37396 4.88480 -0.12376 -0.3 0.8 0.2
O -0.70189 2.90785 0.25397 -0.3 -0.2 0.2
H 2.18425 -2.09417 -2.84516 0.0 0.1 0.0
H 2.44669 1.09636 -4.44160 0.1 0.0 0.1
H 2.25696 3.60776 -4.52955 0.0 0.0 0.0
H 1.40288 4.81532 -2.53124 0.0 0.0 0.0
H -0.21483 5.09331 0.61508 0.0 0.0 -0.1
C -2.74931 1.66232 0.29034 0.0 -0.1 0.0
C -1.77026 2.42368 -0.53498 0.2 0.3 0.0
O -1.83306 2.65499 -1.69973 -0.1 -0.1 0.0
H -3.74737 2.05042 0.09242 0.0 0.0 0.0
H -2.50972 1.71159 1.34844 0.0 0.0 0.0
H -2.71453 0.62612 -0.04964 0.0 0.0 0.0
N 0.84830 -2.06319 0.98877 -0.3 1.0 0.0
C 1.88265 -2.44914 1.92194 0.1 0.1 0.1
C 2.31743 -3.76499 1.97761 0.0 -0.1 0.0
C 3.28005 -4.13969 2.90375 0.0 0.0 0.0
C 3.80597 -3.20373 3.78388 0.0 0.1 0.0
C 3.37558 -1.88493 3.72092 0.0 -0.1 0.0
C 2.42375 -1.50705 2.78471 0.0 0.0 -0.1
H 0.93044 -2.48851 0.05816 0.0 -0.2 0.0
H -0.06915 -2.31474 1.34863 0.0 -0.2 0.1
H 1.89561 -4.49942 1.30076 0.0 0.0 0.0
H 3.61339 -5.16899 2.94401 0.0 0.0 0.0
H 4.54887 -3.49982 4.51330 0.0 0.0 0.0
H 3.78078 -1.14636 4.40145 0.0 0.0 0.0
H 2.09200 -0.47986 2.70595 0.0 0.0 0.1
O 0.24677 -2.66196 -1.74264 -0.2 0.2 0.1
C -0.57861 -1.75929 -1.99424 0.2 -0.6 -0.3
O -0.88769 -0.79221 -1.22218 0.9 0.7 1.1
C -1.26971 -1.76041 -3.33262 0.0 0.1 0.1
C -1.25084 -2.90394 -4.11596 0.0 0.0 -0.1
C -1.86843 -2.93790 -5.37107 0.1 -0.1 0.1
C -2.49166 -1.78770 -5.78192 0.0 -0.1 -0.1
O -3.16989 -1.56814 -6.94936 0.1 0.1 0.0
C -3.63279 -0.21722 -6.89012 0.0 0.0 0.0
O -3.16285 0.35935 -5.67484 0.0 -0.1 0.0
C -2.49560 -0.64071 -5.01136 0.0 0.1 0.0
C -1.89646 -0.58669 -3.78320 0.0 0.1 0.1
H -0.74794 -3.78111 -3.73351 0.0 0.0 0.0
H -1.85520 -3.82216 -5.99400 0.0 0.0 0.0
H -4.72391 -0.20485 -6.90775 -0.1 -0.1 0.1
H -3.24014 0.34248 -7.73960 0.1 0.0 0.0
H -1.89217 0.31238 -3.18015 0.0 0.0 0.0
C 1.15974 4.13457 3.77472 0.0 -0.1 -0.1
C -0.04701 3.57889 4.18672 -0.1 -0.1 0.0
C -0.48601 2.36879 3.67302 0.0 0.1 0.0
C 0.27487 1.67411 2.72318 -0.1 0.4 0.1
C 1.48242 2.25075 2.30733 -0.1 0.0 0.1
C 1.92010 3.45964 2.82897 0.0 0.1 0.0
N -0.17189 0.48964 2.13462 0.5 -0.4 -0.8
C -0.86399 -0.46720 2.89732 0.0 0.1 0.1
C -1.78626 -1.31196 2.26826 -0.1 0.1 0.0
C -2.40523 -2.34291 2.96394 0.0 0.0 0.0
C -2.11964 -2.55968 4.30451 0.0 0.0 0.0
C -1.21545 -1.71913 4.94132 0.0 0.1 0.0
C -0.60305 -0.68057 4.25618 0.1 0.0 0.0
H 1.49728 5.08082 4.17710 0.0 0.0 0.0
H -0.65639 4.09679 4.91802 0.0 0.0 0.0
H -1.43768 1.95661 3.98649 0.0 0.0 0.0
H 2.07867 1.72476 1.56708 0.2 -0.1 -0.1
H 2.86716 3.87249 2.50253 0.0 0.0 -0.1
H -1.99392 -1.15420 1.21525 0.0 0.0 0.0
H -3.11279 -2.98015 2.44729 0.0 0.0 0.0
H -2.58330 -3.37691 4.84073 0.0 0.0 0.0
H -0.96882 -1.88376 5.98372 0.0 0.0 0.0
H 0.11849 -0.05002 4.76146 0.0 0.0 0.0
```
Positions in Å, forces in eV/Å.

## Properties
F_max: 2.35 eV/A
Relative energy (zero: lowest compared OMol25 entry of this formula, charge and spin): 2.7663 eV
Gap between HOMO and LUMO (spin up / spin down): 3.89 / 4.05 eV
Multiplicity: 2
Highest occupied orbital energy (spin up / spin down): -5.54 / -5.40 eV

(2)
ORCA calculation (ωB97M-V/def2-TZVPD) on a structure of composition C35H31BrCdN7O4 at a distorted geometry.

Geometry as XYZ:
```
79
Properties=species:S:1:pos:R:3:forces:R:3
Cd 0.48515 -1.27127 1.25064 -0.1 0.0 0.2
O -3.19710 0.88127 1.97324 -0.6 0.5 0.1
C -2.85232 2.10385 2.42019 0.1 0.0 -0.1
C -3.85379 2.92038 2.95660 0.0 0.2 0.1
C -3.55572 4.19240 3.43127 0.1 -0.1 -0.1
C -2.24909 4.68247 3.38465 -0.1 -0.2 0.0
C -1.25562 3.86682 2.85182 0.0 -0.1 0.0
C -1.52868 2.58899 2.35913 0.0 0.1 0.1
C -0.39573 1.74630 1.77424 -0.7 -0.4 -0.6
O -0.81748 0.46885 1.45234 0.6 1.0 -0.1
N 0.09600 2.51042 0.56446 0.5 -0.7 0.7
N 0.96037 1.82852 -0.19066 0.0 0.2 0.0
C 1.05078 2.06568 -1.43903 0.5 -0.4 -0.4
C 2.02935 1.38118 -2.32014 -0.6 0.1 1.3
Br 2.94580 -0.11712 -1.61186 -0.1 -0.2 -0.3
C 2.29073 1.66111 -3.58207 -0.1 0.8 -1.3
C 1.76015 2.83067 -4.34275 0.1 -0.3 0.1
C 1.54241 4.08241 -3.76096 0.0 0.2 0.0
C 1.05105 5.14726 -4.51362 0.1 -0.1 0.0
C 0.77939 4.98336 -5.86818 0.0 -0.1 0.1
C 1.01878 3.74908 -6.46580 0.0 0.0 0.1
C 1.50974 2.69086 -5.70951 0.0 0.0 -0.1
H -2.34936 0.48829 1.62102 0.6 -0.2 0.1
H -4.86813 2.52622 2.99013 0.2 0.1 0.0
H -4.35123 4.80954 3.83952 0.1 -0.1 0.0
H -2.00843 5.67083 3.77193 -0.1 -0.2 -0.1
H -0.22461 4.22043 2.82165 -0.2 -0.1 0.0
H 0.43818 1.75411 2.47601 0.3 -0.2 0.2
H -0.59456 3.08215 0.11219 -0.5 0.1 -0.5
H 0.37858 2.76788 -1.91379 -0.2 0.2 -0.2
H 2.93495 0.97639 -4.12879 -0.1 0.2 0.0
H 1.78594 4.23107 -2.71347 0.0 0.0 -0.2
H 0.89412 6.11397 -4.03901 0.0 -0.2 -0.1
H 0.39238 5.81088 -6.45418 0.1 -0.1 0.1
H 0.82537 3.61031 -7.52602 0.0 0.0 0.1
H 1.69884 1.72924 -6.18139 0.0 0.1 0.0
C -3.04572 -1.00308 -2.66966 0.0 0.0 0.0
C -4.23161 -1.41439 -2.08590 -0.1 0.0 0.0
C -4.21472 -1.90569 -0.79109 -0.4 0.0 -0.2
C -3.01106 -1.97512 -0.10980 0.6 0.0 0.4
N -1.85934 -1.57849 -0.67048 -0.1 0.0 -0.3
C -1.88327 -1.10668 -1.92477 0.2 -0.2 0.6
C -2.96593 -2.45067 1.33014 0.4 0.4 -0.4
C -4.01400 -3.14420 1.90673 -0.4 -0.3 0.2
C -3.95461 -3.44838 3.26073 -0.1 0.0 -0.2
C -2.85890 -3.05387 4.00498 0.0 0.0 0.1
C -1.83468 -2.39161 3.35064 0.2 0.1 -0.7
N -1.88755 -2.11429 2.03430 0.1 -0.1 0.7
H -3.01558 -0.60027 -3.67329 0.0 0.0 0.0
H -5.16780 -1.34471 -2.62678 0.0 0.0 0.0
H -5.13920 -2.20548 -0.30883 0.1 0.1 -0.1
H -0.92056 -0.79532 -2.34567 -0.3 -0.1 0.2
H -4.87226 -3.44740 1.31509 0.1 0.0 0.1
H -4.76699 -3.98843 3.72749 -0.1 0.0 0.0
H -2.78958 -3.25440 5.06992 0.0 0.0 -0.2
H -0.92821 -2.07846 3.87616 -0.2 0.0 -0.2
N 2.57592 0.01488 1.43357 -0.2 -0.7 1.0
N 3.04941 -0.06482 2.74944 -0.8 -1.0 0.2
C 2.17244 -0.47330 3.80234 -0.6 -0.4 0.3
O 2.54046 -0.14725 4.94913 -0.5 -0.4 -1.2
O 1.14083 -1.16408 3.43496 1.1 0.8 0.8
H 3.28679 -0.27066 0.80369 0.6 -0.4 -0.3
H 2.27951 0.92852 1.18272 -0.3 0.9 -0.3
H 3.64021 0.66513 3.03681 0.8 1.0 0.4
C 0.91536 -3.43142 0.95224 0.5 0.0 -0.3
C 2.21732 -3.68472 0.31300 -0.4 0.1 0.1
C 3.41718 -3.68117 1.05230 0.2 0.0 0.0
C 4.64666 -3.90973 0.45408 -0.1 0.1 0.3
C 4.74631 -4.14109 -0.91807 0.8 -0.1 -0.4
C 3.57643 -4.12239 -1.67790 -0.4 0.1 0.0
C 2.34529 -3.89350 -1.07927 0.2 -0.1 -0.1
C 6.04623 -4.40001 -1.54750 -0.9 0.1 0.5
N 7.06307 -4.62025 -2.04387 -0.1 0.1 0.1
H 0.87437 -3.72089 2.01121 0.1 0.0 -0.3
H 0.06263 -3.81724 0.39444 0.1 -0.1 0.0
H 3.36338 -3.47978 2.12108 0.1 -0.1 -0.2
H 5.55021 -3.90882 1.05187 0.0 0.0 0.0
H 3.64178 -4.29103 -2.74619 -0.1 0.0 0.0
H 1.44358 -3.87025 -1.68980 0.2 0.0 0.1
```
Positions in Å, forces in eV/Å.

## Properties
F_max: 1.57 eV/A
Total charge: -1
Relative energy (zero: lowest compared OMol25 entry of this formula, charge and spin): 0.0000 eV
Gap between HOMO and LUMO: 6.67 eV
Highest occupied orbital energy: -4.65 eV

(3)
ORCA calculation (ωB97M-V/def2-TZVPD) on a structure of composition C35H31BrN4O3Pt at a distorted geometry.

Geometry as XYZ:
```
75
Properties=species:S:1:pos:R:3:forces:R:3
Pt 0.84615 -0.07114 0.20629 -0.5 0.5 1.3
C 5.67063 -1.62276 2.54109 0.0 0.0 0.0
C 4.26264 -1.98664 2.17259 0.0 0.0 0.0
C 3.69786 -3.21846 2.48719 0.0 0.1 0.0
C 2.40522 -3.51680 2.08939 -0.1 0.0 0.0
C 1.69903 -2.55919 1.39625 0.1 -0.1 0.1
Br -0.03244 -2.92830 0.73853 0.1 0.6 -0.2
N 2.20679 -1.35512 1.11542 -0.2 0.2 0.0
C 3.46431 -1.08704 1.48437 0.1 0.2 0.0
H 6.12997 -2.40463 3.14111 0.0 0.0 0.0
H 5.69862 -0.69655 3.11478 0.0 0.0 0.0
H 6.27924 -1.48338 1.64707 0.0 0.0 0.0
H 4.27282 -3.95431 3.03398 0.0 0.0 0.0
H 1.95248 -4.47443 2.30060 0.0 0.0 0.0
H 3.84375 -0.11287 1.21101 0.0 0.0 0.0
O -0.24841 -0.08433 2.07257 1.0 -1.1 -1.0
C -0.82670 0.94869 2.56512 -0.5 1.4 0.5
C -2.01790 0.78555 3.32980 0.6 -0.1 -0.4
C -2.67387 1.86717 3.84986 0.1 0.5 -0.1
C -2.18514 3.16671 3.63425 0.1 0.1 -0.1
C -1.01182 3.35611 2.92851 -0.6 0.1 0.4
C -0.30402 2.27468 2.40838 -0.1 -1.0 -0.1
C 1.00644 2.47912 1.81027 -0.9 0.0 0.6
N 1.68457 1.71029 0.95069 -0.8 -1.2 -0.6
C 2.90605 2.30553 0.72844 0.7 0.2 -0.3
C 2.97766 3.44186 1.46378 0.0 -0.3 -0.3
N 1.78493 3.53514 2.12792 -0.2 -0.3 -0.2
H -2.36758 -0.22705 3.48059 0.0 0.0 0.0
H -3.57804 1.72866 4.42701 0.0 0.0 0.0
H -2.71758 4.01905 4.03052 0.0 0.0 0.0
H -0.65816 4.36806 2.77301 0.0 0.1 0.0
H 3.64363 1.91414 0.05672 0.0 -0.1 0.0
H 3.75717 4.17493 1.56128 0.0 0.0 0.0
H 1.53956 4.24283 2.80277 -0.1 -0.1 0.0
C -3.32816 -4.61920 -0.77389 0.0 0.0 0.0
O -3.18436 -3.19658 -0.68198 0.0 0.0 0.0
C -2.86608 -2.51947 -1.81625 0.1 0.1 0.0
C -2.49820 -3.10416 -3.01896 0.0 0.0 0.0
C -2.21568 -2.29313 -4.10968 0.0 0.0 0.0
C -2.29780 -0.91164 -4.01706 0.0 0.0 0.0
C -2.66483 -0.31974 -2.82118 0.0 -0.1 0.1
C -2.93985 -1.11916 -1.72188 0.2 -0.1 0.0
N -3.45743 -0.63334 -0.48973 -0.3 0.2 0.0
C -3.53482 0.55885 0.03650 0.1 -0.3 0.0
C -2.77967 1.73746 -0.24503 0.2 0.1 0.0
C -3.40192 2.98269 -0.00346 0.0 -0.1 -0.1
C -2.74596 4.16087 -0.24878 0.2 0.0 -0.1
C -1.42187 4.12001 -0.70860 -0.2 0.1 0.1
C -0.76187 2.92492 -0.87910 -0.1 -0.3 0.0
C -1.41464 1.70610 -0.62979 -0.2 0.7 -0.1
O -0.79868 0.55121 -0.76456 0.9 -0.3 0.4
H -3.66069 -4.94817 0.20526 0.0 0.0 0.0
H -2.37162 -5.08429 -1.01495 0.0 0.0 0.0
H -4.07379 -4.88157 -1.52445 0.0 0.0 0.0
H -2.44091 -4.17803 -3.11639 0.0 0.0 0.0
H -1.94116 -2.75533 -5.04845 0.0 0.0 0.0
H -2.08637 -0.29292 -4.87686 0.0 0.0 0.0
H -2.75962 0.75388 -2.75954 0.0 0.1 0.0
H -3.99399 -1.36002 -0.02171 0.0 0.1 0.0
H -4.28480 0.64221 0.81721 0.0 0.0 0.0
H -4.42908 2.99214 0.34043 0.0 0.0 0.0
H -3.24447 5.10808 -0.10304 0.0 0.0 0.0
H -0.90412 5.04552 -0.92483 0.0 0.0 0.0
H 0.26572 2.89352 -1.21909 0.0 0.0 0.0
C 2.72512 -1.09020 -4.07933 0.0 0.0 0.0
C 1.54815 -1.65948 -3.61700 0.1 0.0 0.0
C 1.02417 -1.28853 -2.38611 -0.2 0.1 0.2
C 1.69501 -0.35935 -1.59552 0.3 0.2 -0.3
C 2.86019 0.22366 -2.06623 0.0 0.0 0.0
C 3.37345 -0.14072 -3.30628 0.0 0.0 0.0
H 3.12668 -1.37645 -5.04161 0.0 0.0 0.0
H 1.02638 -2.39217 -4.21884 0.0 0.0 0.0
H 0.08680 -1.72310 -2.05886 -0.1 0.0 0.0
H 3.38143 0.98444 -1.50690 0.0 0.0 0.0
H 4.28146 0.32568 -3.66459 0.0 0.0 0.0
```
Positions in Å, forces in eV/Å.

## Properties
F_max: 1.77 eV/A
Total charge: +2
Relative energy (zero: lowest compared OMol25 entry of this formula, charge and spin): 2.9332 eV
Gap between HOMO and LUMO (spin up / spin down): 4.67 / 4.67 eV
Highest occupied orbital energy (spin up / spin down): -12.65 / -12.65 eV

Among the records above, which one has the lowest relative energy (zero: lowest compared OMol25 entry of this formula, charge and spin)?
C35H31BrCdN7O4